C20H35GeN3O2S2SeTc | ωB97M-V/def2-TZVPD

The geometry in XYZ format:
```
65
Properties=species:S:1:pos:R:3:forces:R:3:mulliken_charge:R:1
Tc -0.396 0.724 0.816 0.3 0.1 -0.4 0.19
Se 0.224 0.062 -1.810 0.0 0.0 0.2 0.63
Ge -0.136 -1.490 -4.611 0.1 -0.1 0.0 0.43
S -1.623 -0.631 3.835 0.0 0.1 0.1 -0.01
S -0.920 5.154 -0.537 0.0 0.3 -0.1 -0.26
O 1.599 0.481 0.617 0.3 -0.1 0.2 0.20
O 0.071 1.458 2.528 0.1 -0.1 0.2 0.05
N -2.526 0.416 0.788 -0.1 -0.1 -0.1 -0.11
N -0.492 -1.487 0.971 0.0 -0.1 0.0 0.24
N -0.599 2.516 0.200 -0.1 0.5 -0.2 -0.75
C -0.739 3.670 -0.112 0.1 -0.7 0.2 0.72
C -1.830 -1.980 0.507 0.1 0.0 0.0 -0.50
C -0.954 -2.235 3.356 -0.1 0.0 -0.1 -0.91
C -3.387 0.543 2.013 0.0 0.0 -0.1 -0.95
C -2.718 -0.847 0.007 0.0 0.1 0.1 -0.19
C 2.248 3.448 4.566 0.1 0.0 0.0 -0.44
C 2.603 0.803 1.341 -0.1 -0.1 -0.4 1.08
C 3.640 2.207 3.073 -0.1 -0.1 -0.1 -1.09
C 0.972 1.774 -2.334 0.0 0.0 -0.2 -1.10
C -0.966 -0.214 -3.324 -0.3 0.2 0.2 -1.19
C -1.118 -1.400 -6.268 -0.1 0.0 -0.1 -1.11
C -3.254 -0.555 3.052 0.0 0.0 0.0 -0.64
C -0.301 -3.182 -3.671 0.0 -0.1 0.0 -1.10
C 3.904 0.223 0.900 0.0 0.0 0.0 -2.00
C 2.480 1.664 2.452 0.2 0.1 0.1 0.75
C 1.722 -0.998 -4.858 0.1 0.1 -0.1 -1.14
C 1.208 2.009 2.953 -0.5 0.0 0.0 0.28
C 3.531 3.090 4.105 -0.2 0.1 0.1 -0.94
C 1.110 2.913 4.012 0.0 0.1 0.1 -0.78
C 0.011 -2.218 2.178 -0.1 0.0 -0.1 -0.69
H 1.804 -0.068 -5.424 0.0 0.0 0.0 0.35
H 0.124 3.170 4.376 0.0 0.0 0.0 0.50
H 0.219 -3.253 1.895 0.1 0.0 0.0 0.46
H -3.538 -1.536 2.671 0.0 0.0 0.0 0.34
H -0.403 -2.602 4.222 0.0 0.0 0.0 0.47
H -1.346 -3.496 -3.634 0.0 0.0 0.0 0.34
H 4.619 1.929 2.706 0.0 0.0 0.0 0.45
H 0.169 2.494 -2.456 0.0 0.0 0.0 0.34
H -4.424 0.576 1.671 0.0 0.0 0.0 0.46
H 2.216 -1.780 -5.436 0.0 0.0 0.0 0.41
H 0.184 -1.696 0.238 0.0 -0.1 0.0 0.20
H 4.413 3.514 4.561 0.0 0.0 0.0 0.44
H 1.664 2.101 -1.565 0.0 -0.1 0.0 0.27
H 3.736 -0.491 0.098 0.0 0.0 0.0 0.34
H -2.302 -2.500 1.331 0.0 0.0 0.0 0.24
H -2.170 -1.649 -6.132 0.0 0.0 0.0 0.37
H 0.076 -3.079 -2.649 0.0 -0.1 0.0 0.28
H -3.765 -1.154 0.030 0.0 0.0 0.0 0.47
H -3.151 1.507 2.461 0.0 0.0 0.0 0.45
H 2.154 4.159 5.377 0.0 0.0 0.0 0.45
H 0.955 -1.754 2.461 0.0 0.1 0.0 0.33
H 2.254 -0.893 -3.912 0.0 0.0 0.0 0.36
H -0.684 -2.111 -6.972 0.0 0.0 0.0 0.37
H -1.778 -2.931 3.210 0.1 0.0 0.0 0.46
H -1.892 -0.662 -2.958 0.0 0.0 -0.1 0.41
H -1.202 0.760 -3.752 0.0 0.0 0.1 0.62
H -3.967 -0.315 3.842 0.0 0.0 0.0 0.49
H 1.496 1.617 -3.274 0.0 0.0 0.0 0.42
H -2.852 1.166 0.180 0.0 0.0 0.0 0.40
H -1.706 -2.710 -0.292 0.0 0.0 0.0 0.36
H 0.271 -3.970 -4.160 0.0 0.0 0.0 0.42
H -1.039 -0.402 -6.698 0.0 0.0 0.0 0.38
H 4.561 1.015 0.533 0.0 0.0 0.0 0.45
H 4.410 -0.265 1.733 0.0 0.0 0.0 0.46
H -2.470 -0.609 -1.026 -0.1 0.0 0.1 -0.26
```
Forces are in eV/Å.

Output
<S²>: 3.787
Charge: +2
LUMO level (spin up / spin down): -6.2 / -7.8 eV
E_HOMO (spin up / spin down): -14.12 / -14.01 eV
Kohn-Sham gap (spin up / spin down): 7.9 / 6.2 eV
Spin multiplicity: 4